This record from OMol25 describes a molecular structure, C3H6O3Sc at a distorted geometry. The level of theory is wB97M-V/def2-TZVPD.

Summary:
DFT total energy in eV: -30030.583
Gap between HOMO and LUMO (spin up / spin down) in eV: 7.80 / 8.32
2S+1: 2
Energy above the lowest of the compared OMol25 structures with the same formula, charge and spin in kcal/mol: 11.6
Charge: +2

XYZ file:
```
13
C3H6O3Sc | OMol25 | wB97M-V/def2-TZVPD
H 0.1740 2.4333 0.5695
C -0.5057 -2.3579 -0.3594
H 0.2178 2.0136 -1.1622
H -0.6149 -2.6451 0.6917
H 0.5600 -2.3431 -0.5957
O -1.2242 1.0408 -0.1247
O -0.9401 -1.0264 -0.6708
Sc 2.5982 0.2040 0.6470
H -1.0391 -3.0666 -1.0018
O 0.4425 -0.1365 0.7770
H -1.0958 3.0726 -0.5369
C -0.4392 2.2240 -0.3150
C -0.6172 -0.0738 0.1600
```

These are the Mulliken partial charges, in e, on atoms 1 to 2: 0.25 -0.59